# 1
{
  "formula": "C50H70BF9N6OP2Pb",
  "method": "ωB97M-V/def2-TZVPD",
  "symbols": ["Pb", "C", "C", "C", "N", "C", "C", "C", "C", "C", "C", "C", "N", "C", "C", "C", "N", "C", "C", "C", "C", "C", "C", "C", "N", "C", "C", "H", "H", "H", "H", "H", "H", "H", "H", "H", "H", "H", "H", "H", "H", "H", "H", "H", "H", "H", "H", "H", "H", "H", "H", "H", "H", "C", "C", "C", "C", "P", "C", "N", "B", "N", "C", "P", "C", "C", "C", "C", "C", "C", "C", "C", "C", "C", "C", "C", "C", "C", "C", "C", "C", "C", "H", "H", "H", "H", "H", "H", "H", "H", "H", "H", "H", "H", "H", "H", "H", "H", "H", "H", "H", "H", "H", "H", "H", "H", "H", "H", "H", "H", "H", "H", "H", "H", "H", "H", "H", "H", "H", "H", "H", "H", "H", "H", "H", "H", "F", "C", "F", "F", "C", "O", "C", "F", "F", "F", "C", "F", "F", "F"],
  "coordinates": [[0.052, 0.430, -1.340], [0.096, -1.942, 4.515], [-1.482, -1.507, 4.203], [-2.346, -0.824, 3.001], [-2.195, -1.258, 1.614], [-2.982, -0.994, 0.648], [-4.248, -0.293, 0.803], [-5.471, -0.714, 0.402], [-5.792, -1.907, -0.296], [-4.899, -2.724, -0.945], [-3.530, -2.549, -1.198], [-2.617, -1.597, -0.699], [-1.450, -1.353, -1.296], [-1.034, -2.214, -2.387], [0.286, -1.837, -3.112], [1.708, -1.758, -2.452], [1.927, -1.075, -1.170], [3.138, -1.155, -0.615], [4.187, -1.831, -1.306], [5.575, -1.867, -1.191], [6.443, -1.166, -0.383], [6.042, -0.321, 0.664], [4.783, -0.147, 1.156], [3.484, -0.699, 0.810], [2.607, -0.900, 1.718], [2.675, -0.721, 3.149], [1.684, -1.518, 4.198], [0.098, -1.930, 5.616], [0.098, -2.996, 4.257], [-1.804, -0.889, 5.045], [-1.969, -2.476, 4.350], [-2.203, 0.256, 3.051], [-3.379, -1.002, 3.338], [-4.194, 0.600, 1.414], [-6.317, -0.103, 0.708], [-6.840, -2.186, -0.331], [-5.327, -3.610, -1.409], [-3.112, -3.278, -1.881], [-1.797, -2.227, -3.183], [-0.942, -3.240, -2.003], [0.098, -0.916, -3.665], [0.413, -2.616, -3.874], [2.331, -1.274, -3.224], [2.047, -2.792, -2.391], [3.847, -2.438, -2.133], [6.053, -2.520, -1.918], [7.508, -1.285, -0.548], [6.834, 0.208, 1.189], [4.742, 0.437, 2.067], [2.599, 0.345, 3.385], [3.651, -1.064, 3.530], [2.001, -1.017, 5.118], [2.135, -2.514, 4.236], [-2.556, -4.082, 2.856], [-1.085, -4.446, 2.608], [-1.180, -5.743, 1.774], [-0.486, -4.662, 4.018], [0.032, -3.319, 1.418], [0.376, -1.668, 2.362], [0.211, -0.124, 2.151], [0.182, 0.597, 0.886], [0.318, 2.016, 1.162], [0.456, 3.110, 0.203], [1.945, 2.769, -0.894], [3.356, 3.615, 0.089], [4.667, 3.144, -0.544], [3.239, 3.021, 1.496], [3.354, 5.143, 0.237], [1.754, 3.776, -2.526], [2.475, 5.117, -2.643], [0.283, 4.011, -2.847], [2.350, 2.811, -3.565], [0.267, 2.191, 2.507], [0.271, 3.414, 3.165], [0.242, 3.464, 4.545], [0.180, 2.262, 5.216], [0.162, 1.042, 4.545], [0.211, 0.914, 3.147], [1.735, -4.487, 1.787], [2.914, -3.661, 2.291], [2.112, -4.970, 0.372], [1.774, -5.744, 2.691], [-3.020, -4.932, 3.374], [-3.097, -3.913, 1.936], [-2.675, -3.213, 3.493], [-1.413, -6.603, 2.412], [-0.280, -5.962, 1.204], [-1.994, -5.634, 1.057], [-0.372, -5.724, 4.245], [-1.151, -4.246, 4.777], [0.481, -4.182, 4.125], [1.396, -1.849, 2.595], [-0.255, -1.999, 3.136], [0.549, 4.071, 0.707], [-0.428, 3.139, -0.442], [4.698, 2.058, -0.571], [5.522, 3.495, 0.044], [4.775, 3.516, -1.566], [2.932, 1.979, 1.445], [2.504, 3.559, 2.089], [4.202, 3.087, 2.012], [3.902, 5.632, -0.566], [3.845, 5.409, 1.179], [2.339, 5.544, 0.262], [2.091, 5.841, -1.926], [2.303, 5.520, -3.646], [3.551, 5.015, -2.506], [-0.156, 4.741, -2.166], [-0.309, 3.103, -2.765], [0.181, 4.396, -3.867], [3.410, 2.634, -3.365], [2.244, 3.212, -4.579], [1.838, 1.849, -3.513], [0.282, 4.336, 2.600], [0.273, 4.409, 5.074], [0.130, 2.247, 6.300], [0.113, 0.223, 5.220], [2.990, -2.729, 1.758], [3.850, -4.215, 2.135], [2.831, -3.459, 3.363], [1.246, -5.067, -0.283], [2.624, -5.938, 0.396], [2.800, -4.254, -0.068], [1.812, -5.489, 3.748], [2.711, -6.269, 2.474], [0.963, -6.450, 2.535], [-2.570, 5.452, -1.886], [-3.504, 4.556, -2.246], [-3.421, 4.440, -3.587], [-4.705, 5.141, -2.001], [-3.275, 3.167, -1.513], [-2.027, 2.806, -1.507], [-3.872, 3.359, -0.055], [-5.197, 3.098, 0.053], [-3.240, 2.582, 0.826], [-3.717, 4.631, 0.393], [-4.182, 2.140, -2.288], [-5.423, 2.605, -2.607], [-3.608, 1.804, -3.455], [-4.363, 1.013, -1.600]],
  "homo_ev": -1.509,
  "gap_ha": 0.20753,
  "total_charge": -2,
  "e_above_lowest_kcal_mol": 88.91,
  "lumo_energy_ev": 4.1,
  "fmax_ha_per_bohr": 0.0751
}

=====

# 2
{
  "formula": "C50H72Br8CoN4O17",
  "method": "ωB97M-V/def2-TZVPD",
  "symbols": ["Co", "C", "O", "H", "H", "H", "C", "O", "H", "H", "H", "C", "C", "C", "O", "C", "O", "O", "H", "H", "H", "H", "H", "H", "C", "C", "C", "O", "C", "O", "O", "H", "H", "H", "H", "H", "H", "C", "C", "C", "O", "C", "O", "O", "H", "H", "H", "H", "H", "H", "C", "C", "C", "O", "C", "O", "O", "H", "H", "H", "H", "H", "H", "C", "C", "C", "O", "C", "O", "O", "H", "H", "H", "H", "H", "H", "N", "C", "C", "C", "C", "C", "H", "H", "H", "H", "H", "N", "C", "C", "C", "C", "C", "H", "H", "H", "H", "H", "N", "C", "C", "C", "C", "C", "H", "H", "H", "H", "H", "N", "C", "C", "C", "C", "C", "H", "H", "H", "H", "H", "Br", "C", "C", "Br", "H", "H", "H", "H", "Br", "C", "C", "Br", "H", "H", "H", "H", "Br", "C", "C", "Br", "H", "H", "H", "H", "Br", "C", "C", "Br", "H", "H", "H", "H"],
  "coordinates": [[-2.395, -0.317, 1.266], [-4.295, -2.275, 2.530], [-3.575, -1.146, 2.746], [-3.755, -3.222, 2.640], [-5.095, -2.274, 3.299], [-4.791, -2.342, 1.489], [0.305, -0.261, 0.074], [-0.838, 0.466, 0.474], [0.059, -1.335, -0.078], [0.657, 0.109, -0.939], [1.100, -0.198, 0.812], [-2.066, -0.853, 6.521], [-0.833, -1.455, 5.921], [-0.869, -2.927, 5.742], [-1.075, -3.135, 4.306], [-0.797, -2.006, 3.675], [-0.724, -1.889, 2.446], [-0.580, -0.949, 4.556], [-2.059, 0.256, 6.493], [-2.174, -1.165, 7.594], [-2.949, -1.173, 5.925], [0.006, -1.090, 6.467], [-1.659, -3.444, 6.244], [0.057, -3.464, 5.940], [1.226, -2.924, -3.086], [-0.266, -2.936, -2.786], [-1.023, -1.677, -3.300], [-2.210, -2.316, -3.813], [-2.010, -3.627, -4.124], [-2.825, -4.295, -4.690], [-0.849, -4.018, -3.629], [1.758, -2.075, -2.676], [1.254, -2.752, -4.195], [1.770, -3.833, -2.827], [-0.604, -3.243, -1.794], [-0.459, -1.051, -4.047], [-1.265, -1.087, -2.482], [5.768, 5.091, -0.734], [4.351, 5.281, -1.133], [3.672, 4.020, -1.704], [3.171, 3.401, -0.472], [2.999, 4.390, 0.384], [2.366, 4.215, 1.387], [3.456, 5.523, -0.057], [6.393, 4.787, -1.572], [5.732, 4.292, 0.032], [6.220, 6.008, -0.270], [4.162, 6.141, -1.730], [4.401, 3.336, -2.184], [2.795, 4.122, -2.299], [5.557, 0.943, 0.828], [5.077, 0.216, -0.353], [3.929, -0.829, -0.199], [3.085, -0.579, -1.324], [3.434, 0.646, -1.875], [2.855, 1.143, -2.778], [4.483, 1.134, -1.281], [6.480, 1.444, 0.568], [5.956, 0.324, 1.606], [4.718, 1.636, 1.103], [5.831, -0.148, -1.037], [3.350, -0.670, 0.730], [4.286, -1.866, -0.279], [4.014, 2.135, 4.773], [2.974, 1.139, 4.930], [2.466, 0.404, 3.676], [2.461, -0.981, 4.126], [3.052, -1.071, 5.364], [3.140, -2.087, 5.986], [3.558, 0.107, 5.720], [3.722, 2.885, 4.079], [4.864, 1.665, 4.452], [4.191, 2.570, 5.765], [2.086, 1.451, 5.506], [3.118, 0.482, 2.830], [1.442, 0.618, 3.379], [4.321, 3.896, -4.993], [3.355, 3.072, -5.480], [3.220, 2.764, -6.828], [4.074, 3.322, -7.746], [4.986, 4.216, -7.282], [5.116, 4.397, -5.948], [2.721, 2.620, -4.700], [2.554, 1.993, -7.163], [4.071, 3.067, -8.851], [5.679, 4.666, -8.022], [5.892, 5.016, -5.567], [-2.824, -1.855, -0.148], [-3.657, -1.750, -1.156], [-4.239, -2.848, -1.782], [-3.868, -4.166, -1.324], [-2.985, -4.314, -0.248], [-2.552, -3.117, 0.317], [-3.769, -0.725, -1.480], [-4.851, -2.807, -2.701], [-4.194, -5.037, -1.842], [-2.624, -5.273, 0.158], [-1.916, -3.129, 1.147], [-3.942, 1.039, 0.479], [-5.231, 1.072, 0.996], [-5.868, 2.281, 1.066], [-5.336, 3.465, 0.547], [-4.126, 3.387, -0.127], [-3.448, 2.194, -0.047], [-5.642, 0.105, 1.361], [-6.902, 2.262, 1.338], [-5.972, 4.325, 0.575], [-3.804, 4.180, -0.805], [-2.502, 2.175, -0.462], [-2.000, 1.381, 3.079], [-2.789, 1.524, 4.154], [-2.606, 2.576, 5.074], [-1.524, 3.416, 4.909], [-0.618, 3.108, 3.985], [-0.917, 2.119, 3.043], [-3.696, 0.877, 4.123], [-3.192, 2.650, 6.003], [-1.331, 4.238, 5.612], [0.306, 3.637, 3.975], [-0.318, 1.836, 2.200], [0.188, 4.991, -3.056], [-0.523, 3.813, -1.675], [-0.427, 2.304, -2.014], [-1.766, 1.853, -3.474], [-1.515, 4.169, -1.558], [0.079, 3.921, -0.767], [-0.684, 1.556, -1.268], [0.517, 2.158, -2.586], [-2.971, -8.301, -3.135], [-1.310, -7.223, -2.870], [-0.128, -8.105, -2.553], [1.265, -6.823, -2.208], [-1.392, -6.512, -1.997], [-1.280, -6.616, -3.783], [0.258, -8.602, -3.430], [-0.150, -8.771, -1.718], [2.205, -3.928, 0.074], [1.133, -4.727, 1.527], [0.576, -6.124, 1.170], [-0.782, -6.585, 2.477], [0.394, -3.944, 1.812], [1.825, -4.846, 2.359], [1.422, -6.835, 1.203], [0.167, -6.169, 0.209], [-6.178, 0.246, -4.091], [-5.918, 1.998, -3.315], [-5.497, 2.969, -4.408], [-5.641, 4.751, -3.546], [-5.142, 1.967, -2.534], [-6.826, 2.300, -2.902], [-6.237, 2.980, -5.273], [-4.485, 2.885, -4.744]],
  "homo_ev": [-7.483, -7.490],
  "gap_ha": [0.28620, 0.28645],
  "lumo_energy_ev": [0.3, 0.3],
  "fmax_ha_per_bohr": 0.0562,
  "multiplicity": 4,
  "s2": 3.7576
}